Computed, not measured: a cluster of 8 separate species, C14H43NO11P in total at a distorted geometry, with ωB97M-V with the def2-TZVPD basis set.

Last column: Mulliken charge in e.
Positions of all 70 atoms, in Å:
C: 1.33513 -1.40116 2.37763  -0.682
C: 1.34420 -2.63684 1.28868  -0.242
O: 0.08711 -2.80977 0.54510  -0.216
P: -0.20906 -1.51103 -0.57582  0.228
O: -0.53229 -0.11193 0.08910  -0.188
C: 1.14196 -1.25826 -1.90213  -0.787
C: 2.32301 -0.17694 -1.47342  0.177
C: 2.61070 0.97593 -2.61618  -0.801
C: 1.30977 1.89504 -3.00333  -0.610
C: 1.48996 3.38887 -2.27519  -0.561
C: 1.05106 3.27543 -0.68678  0.562
C: -0.16496 4.29656 -0.25101  -0.730
C: -0.70909 4.02282 1.30624  -0.547
N: -0.74174 2.55249 1.66182  0.357
C: -1.88208 2.19513 2.58952  0.112
C: -3.07365 1.09156 2.24888  -0.671
O: -1.90197 2.83468 3.78879  -0.669
O: -1.67943 -1.96720 -1.46324  -0.434
C: -2.75950 -0.97807 -1.15265  0.096
C: -4.13230 -1.52083 -1.90997  -1.056
H: 0.20021 -1.06923 2.53390  0.036
H: 1.91544 -0.45871 1.95412  0.237
H: 1.76809 -1.67562 3.43030  0.390
H: 1.50163 -3.63265 1.92733  0.270
H: 2.29511 -2.54475 0.60027  0.232
H: 0.64345 -0.82030 -2.89291  0.476
H: 1.62561 -2.29272 -2.24181  0.208
H: 3.32470 -0.82069 -1.40907  0.326
H: 2.17247 0.26902 -0.38653  -0.142
H: 3.05634 0.51673 -3.62267  0.261
H: 3.45902 1.71353 -2.22104  0.291
H: 0.32362 1.36374 -2.59533  -0.251
H: 2.59311 3.77442 -2.40725  0.294
H: 0.72816 4.10982 -2.79532  0.353
H: 1.96735 3.41638 0.03351  0.230
H: 0.64539 2.16158 -0.55008  -0.551
H: 0.13164 5.43281 -0.30717  0.245
H: -1.08066 4.09389 -0.95352  0.291
H: 0.05553 4.60429 2.00673  0.274
H: -1.80396 4.45699 1.47610  0.206
H: 0.16128 2.22008 2.07754  0.205
H: -3.47560 1.26784 1.14250  0.185
H: -2.72150 -0.03239 2.42389  0.170
H: -4.02922 1.22062 2.94569  0.360
H: -3.01765 -0.92209 -0.01168  0.016
H: -2.49805 0.07305 -1.63361  0.231
H: -3.84274 -1.68780 -3.03793  0.273
H: -4.96643 -0.67682 -1.81655  0.308
H: -4.54429 -2.49168 -1.37826  0.265
O: -0.09271 -3.37053 -3.86685  -0.554
H: -0.39857 -3.17146 -4.76454  0.301
H: -0.60800 -2.77173 -3.30571  0.275
O: -1.79346 5.91658 3.93037  -0.660
H: -1.89437 6.19145 3.00663  0.319
H: -1.91145 4.95518 3.90283  0.366
O: 1.31586 -6.43417 -4.46856  -0.656
H: 1.00814 -5.51531 -4.47168  0.335
H: 1.07672 -6.75822 -3.58721  0.312
O: -0.66770 -6.01763 0.42452  -0.662
H: -0.59715 -5.07493 0.63751  0.353
H: 0.16558 -6.21859 -0.02740  0.306
O: 3.71260 -1.18851 -4.14977  -0.631
H: 4.40048 -1.53688 -3.56285  0.281
H: 3.38764 -1.97100 -4.61998  0.286
O: 1.42435 -2.95400 4.86370  -0.622
H: 1.44255 -2.85538 5.82752  0.284
H: 0.53382 -3.28858 4.67931  0.310
O: -0.39271 2.51333 6.33718  -0.660
H: -0.69857 2.71240 5.43950  0.392
H: -0.90800 3.11213 6.89833  0.294

Atoms 1-2, force components in eV/Å:
C -0.648 0.938 -0.375
C 1.770 -0.329 2.013

The calculation puts the maximum force at 7.4 eV/A. The value obtained for the calculated total energy is -1782.6793 a.u. The orbital gap comes out at 0.12518 Ha. Its charge is -1. The HOMO energy is -0.0510 Eh.